No. 1
{
  "formula": "C17H30MnN4OP2",
  "method": "ωB97M-V with the def2-TZVPD basis set",
  "multiplicity": 4,
  "s2": 4.041,
  "fmax_ev_per_a": 3.03,
  "total_energy_ev": -76015.7955,
  "homo_ev": [-6.01, -6.50],
  "symbols": ["Mn", "P", "P", "N", "H", "C", "H", "H", "H", "C", "H", "H", "H", "C", "H", "H", "H", "C", "H", "H", "H", "C", "H", "H", "H", "C", "H", "H", "H", "C", "C", "C", "C", "C", "C", "H", "H", "H", "H", "H", "C", "O", "C", "H", "H", "H", "C", "H", "H", "H", "N", "C", "N", "C", "N"],
  "positions_angstrom": [[-0.01528, 0.09967, 0.01070], [-1.46224, -1.85034, -0.76359], [1.65486, 1.78418, 1.03669], [-0.44501, 1.09134, -1.33144], [-0.88886, 0.16874, 1.52879], [-3.16922, -2.04903, -0.13713], [-3.68097, -2.87035, -0.65284], [-3.72785, -1.12238, -0.30877], [-3.16513, -2.25081, 0.93833], [-0.81079, -3.54762, -0.66736], [-1.51729, -4.28346, -1.06293], [-0.55515, -3.79455, 0.36474], [0.11834, -3.59218, -1.24192], [-1.75077, -1.68701, -2.55978], [-2.34733, -2.52014, -2.95119], [-0.78445, -1.66229, -3.07545], [-2.26783, -0.74313, -2.76248], [1.16401, 3.01257, 2.29545], [1.90895, 3.81357, 2.41883], [0.89054, 2.60359, 3.26687], [0.28085, 3.51870, 1.89275], [3.18932, 1.01891, 1.61014], [3.84678, 1.79088, 2.00590], [3.70202, 0.54478, 0.77167], [3.06767, 0.26129, 2.38080], [2.18543, 2.83382, -0.30741], [2.90119, 3.56910, 0.05726], [1.33076, 3.35098, -0.74667], [2.64959, 2.24367, -1.09759], [-0.67278, 1.74404, -2.45179], [-2.06785, 3.27589, -3.73680], [-1.84008, 2.57109, -2.58242], [0.22544, 1.65270, -3.57018], [-0.01844, 2.36937, -4.71758], [-1.16272, 3.19035, -4.81900], [-2.95416, 3.91115, -3.82280], [-2.52573, 2.61983, -1.73297], [1.10281, 1.00634, -3.48140], [0.67663, 2.30584, -5.56010], [-1.35017, 3.76072, -5.73678], [0.55527, -2.34460, 2.37053], [0.90093, -2.15546, 1.19253], [-0.86944, -2.25464, 2.84261], [-0.86437, -2.35489, 3.93873], [-1.45218, -3.03708, 2.34827], [-1.34905, -1.28529, 2.63561], [1.53535, -2.88810, 3.36201], [1.40823, -2.45744, 4.36284], [2.57406, -2.74303, 3.03877], [1.33282, -3.96611, 3.46235], [-0.11434, 0.36656, 2.48299], [0.60428, 0.02800, 3.39854], [1.32336, 0.09355, 4.41632], [2.49066, -0.20190, 4.91167], [3.51831, -0.41393, 5.42165]]
}



No. 2
{
  "formula": "C5H11N",
  "method": "ωB97M-V with the def2-TZVPD basis set",
  "multiplicity": 1,
  "fmax_ev_per_a": 7.14,
  "total_energy_ev": -6845.7496,
  "homo_ev": [-7.48, -6.39],
  "relative_energy_kj_mol": 750.56,
  "symbols": ["C", "C", "C", "N", "H", "H", "H", "H", "H", "H", "H", "H", "H", "C", "C", "H", "H"],
  "positions_angstrom": [[1.28675, 1.16228, -0.69714], [-0.84405, 0.24819, 0.43098], [-2.02725, -0.62192, 0.88181], [1.36037, 0.86945, -2.03119], [0.71144, 1.33320, -2.65060], [1.64109, -0.08441, -2.21628], [1.92470, 0.99890, 0.16061], [1.01323, 2.20584, -0.56805], [-0.63710, 1.03351, 1.15934], [-1.16070, 0.70383, -0.51211], [-1.84817, -1.09221, 1.84748], [-2.93761, -0.01739, 0.94801], [-2.22565, -1.41968, 0.16393], [0.42802, -1.04486, 0.39444], [0.99152, -1.73852, 1.26428], [1.45373, -1.67978, 2.22806], [0.86967, -0.85643, -0.80359]]
}